{
  "formula": "C18H18N2O4",
  "method": "ωB97M-V/def2-TZVPD",
  "species": ["C", "O", "C", "C", "N", "C", "O", "C", "N", "C", "C", "C", "O", "C", "C", "C", "C", "O", "C", "C", "C", "C", "C", "C", "H", "H", "H", "H", "H", "H", "H", "H", "H", "H", "H", "H", "H", "H", "H", "H", "H", "H"],
  "coordinates": [[0.106360, -2.397453, -0.925634], [1.549392, -1.872676, -0.974357], [1.854201, -1.263341, -2.109666], [3.208116, -0.833642, -1.929378], [3.037685, 0.065478, -0.533025], [3.074743, 1.369809, -0.437047], [3.569286, 2.170957, -1.650651], [2.580342, 2.165665, 0.599752], [1.298211, 1.718067, 0.880698], [0.151747, 2.552487, 0.284697], [-1.050856, 1.733262, 0.367338], [-2.249121, 2.150785, -0.016318], [-2.613216, 3.254888, -0.069707], [-3.169500, 1.130006, -0.695269], [-4.430542, 1.046700, -0.730979], [-4.895333, -0.461429, -1.097791], [-3.736196, -0.873959, -1.077178], [-2.802336, -0.339756, -0.548936], [-0.565987, 0.342997, 1.190486], [-1.277201, -0.415434, 1.957753], [-0.622180, -1.425261, 2.570736], [0.694412, -1.333970, 3.023691], [1.524352, -0.436583, 2.384822], [0.767520, 0.585228, 1.618283], [0.016548, -2.940861, -0.085590], [-0.552127, -1.625322, -0.928733], [-0.241766, -2.996147, -1.624104], [1.818218, -1.834009, -2.954841], [0.972826, -0.284278, -2.183154], [3.560924, -0.019128, -2.766616], [3.885521, -1.454520, -1.339449], [2.664092, -0.111730, 0.217436], [3.211419, 1.689457, 1.526049], [2.674935, 3.159266, 0.597284], [0.369933, 3.283162, -0.299501], [-5.157786, 1.873223, -0.770849], [-5.877010, -0.492584, -1.419063], [-3.561795, -2.111434, -1.185624], [-2.485000, -0.492142, 1.956363], [-1.194899, -2.220879, 3.084558], [1.239203, -1.981772, 3.634439], [2.652850, -0.073127, 2.459066]],
  "forces_ev_per_a": [[4.790, 2.903, 0.973], [-4.125, -3.969, 2.433], [-3.220, 4.115, 0.092], [1.904, 5.896, 2.074], [4.956, 4.782, -9.541], [5.074, 4.058, -12.691], [-2.515, -4.071, 6.316], [1.948, -5.376, 5.731], [-7.114, 1.937, 0.223], [-1.704, -11.064, 5.186], [10.197, -2.426, 4.123], [-4.118, -3.446, -3.495], [-1.529, 5.224, 0.200], [4.488, -1.576, 3.874], [-7.347, -0.280, -2.231], [-4.334, 8.979, 0.811], [0.452, -14.880, -1.881], [7.535, 6.226, 0.878], [1.759, 8.995, -2.723], [-6.667, -4.115, 0.709], [-0.317, -2.160, 4.374], [1.479, 0.513, -2.574], [0.266, 5.403, -1.521], [2.174, -0.835, -2.702], [0.064, -1.481, 3.351], [-1.626, 2.885, 0.349], [-0.407, -3.011, -4.355], [-0.665, -1.786, -2.596], [2.836, -2.248, -0.574], [-0.326, -2.214, 2.458], [0.246, -0.982, -1.776], [-5.252, -5.380, 9.424], [-0.815, 1.713, -1.373], [0.607, 3.621, -0.573], [1.382, 4.914, -3.385], [0.659, -0.375, 0.223], [-1.343, -1.240, -0.684], [-0.114, 3.065, -0.158], [3.106, 0.347, -0.325], [0.076, 0.578, -0.413], [-0.110, -1.555, 1.101], [-2.352, -1.683, 0.667]],
  "lowdin_charge": [0.0423, -0.1538, -0.3598, 0.0029, 0.1379, -0.3097, -0.2223, -0.1464, -0.0333, 0.2034, -0.0010, -0.4563, 0.1618, -0.0625, 0.0361, 0.0348, -0.4341, 0.0301, -0.0889, -0.1005, -0.1068, -0.0859, -0.0042, -0.1118, 0.0572, 0.0388, 0.0450, 0.0929, 0.2192, 0.1808, 0.1270, -0.0350, 0.1879, 0.1012, 0.0671, 0.1346, 0.0840, 0.1943, 0.1866, 0.1171, 0.0884, 0.1408],
  "smiles": "COCCNC(=O)Cn1cc(C(=O)c2ccco2)c2ccccc21",
  "energy_ev": -30112.3698,
  "e_lumo_ev": -0.21,
  "homo_energy_ev": -8.416,
  "homo_lumo_gap_ev": 8.21,
  "relative_energy_ev": 17.6188
}